1.
{"formula": "C5H10N2O", "method": "ωB97M-V/def2-TZVPD", "symbols": ["C", "C", "C", "C", "C", "H", "H", "H", "H", "H", "H", "H", "H", "H", "H", "N", "N", "O"], "positions_angstrom": [[1.353, -1.246, 1.268], [0.482, -0.010, 1.132], [0.755, 1.607, -0.744], [1.949, 1.894, -0.322], [-0.963, -0.059, -1.057], [2.133, -1.352, 0.338], [1.912, -1.263, 2.283], [0.403, -2.150, 1.072], [-0.415, -0.075, 1.919], [0.978, 0.887, 1.621], [0.077, 2.175, -1.474], [2.133, 3.341, -0.489], [2.502, 1.315, 0.477], [-1.095, 0.460, -1.950], [-2.291, -2.260, -0.058], [0.074, 0.272, -0.246], [-1.950, -0.770, -0.886], [-1.831, -1.339, 0.315]], "nbo_charge": [-0.638, -0.242, -0.032, -0.435, 0.213, 0.218, 0.225, 0.225, 0.219, 0.209, 0.221, 0.209, 0.230, 0.183, 0.484, -0.484, -0.222, -0.582], "gap_ev": 9.11, "lumo_ev": 0.82, "spin_multiplicity": 1}

2.
{"formula": "C48H88ClFIN8O21P2", "method": "ωB97M-V/def2-TZVPD", "symbols": ["C", "C", "C", "C", "C", "C", "C", "C", "F", "N", "Cl", "C", "I", "C", "C", "C", "N", "C", "N", "P", "N", "N", "P", "C", "C", "C", "C", "C", "C", "C", "N", "N", "N", "H", "H", "H", "H", "H", "H", "H", "H", "H", "H", "H", "H", "H", "H", "H", "H", "H", "H", "H", "H", "H", "H", "H", "H", "H", "H", "H", "H", "H", "H", "H", "H", "H", "H", "H", "H", "H", "H", "H", "H", "H", "H", "H", "H", "H", "H", "C", "C", "C", "O", "C", "O", "O", "H", "H", "H", "H", "H", "H", "C", "C", "C", "O", "C", "O", "O", "H", "H", "H", "H", "H", "H", "C", "C", "C", "O", "C", "O", "O", "H", "H", "H", "H", "H", "H", "C", "C", "C", "O", "C", "O", "O", "H", "H", "H", "H", "H", "H", "C", "C", "C", "O", "C", "O", "O", "H", "H", "H", "H", "H", "H", "C", "C", "C", "O", "C", "O", "O", "H", "H", "H", "H", "H", "H", "C", "C", "C", "O", "C", "O", "O", "H", "H", "H", "H", "H", "H"], "positions_angstrom": [[0.650, 3.591, 5.844], [0.462, 3.374, 4.347], [1.661, 3.819, 3.505], [2.742, 2.760, 3.266], [2.655, 1.787, 2.083], [1.807, 0.486, 2.175], [2.287, -0.103, 3.560], [2.456, -1.587, 3.887], [1.522, 0.472, 4.571], [0.367, 0.863, 2.234], [0.008, 2.296, 1.313], [-0.708, -0.140, 2.062], [-0.885, -1.330, 3.901], [-2.068, 0.601, 1.963], [-3.380, -0.087, 2.355], [-4.135, -0.968, 1.365], [-3.888, 0.254, 3.471], [-0.406, -1.055, 0.848], [-1.188, -2.274, 0.954], [-0.824, -0.420, -0.873], [-0.147, -1.300, -1.960], [1.082, -1.529, 0.929], [1.284, -3.160, -0.059], [2.148, -4.171, 1.192], [2.525, -2.991, -1.401], [3.973, -3.447, -1.166], [2.137, -0.428, 0.913], [2.061, 0.373, -0.369], [3.559, -1.058, 1.012], [4.719, -0.795, 0.025], [4.597, -1.011, -1.382], [5.251, 0.577, 0.207], [5.732, -1.803, 0.493], [1.328, 2.846, 6.255], [-0.308, 3.443, 6.340], [0.974, 4.602, 6.074], [-0.405, 3.952, 4.021], [0.201, 2.336, 4.156], [2.143, 4.635, 4.047], [1.333, 4.247, 2.559], [2.966, 2.281, 4.219], [3.657, 3.326, 3.062], [2.504, 2.351, 1.174], [3.664, 1.400, 1.993], [3.286, 0.296, 3.735], [2.585, -1.642, 4.967], [3.362, -2.019, 3.478], [1.648, -2.270, 3.666], [-2.261, 0.942, 0.947], [-2.045, 1.442, 2.649], [-3.830, -0.725, 0.352], [-4.031, -2.028, 1.570], [-5.176, -0.657, 1.425], [-4.791, -0.193, 3.626], [-1.990, -2.115, 1.557], [-1.582, -2.573, 0.065], [-0.547, 0.948, -0.996], [-2.223, -0.504, -0.881], [-0.861, -1.765, -2.533], [1.093, -1.895, 1.888], [3.216, -3.986, 1.281], [1.975, -5.211, 0.938], [1.707, -3.983, 2.167], [2.406, -2.077, -1.975], [2.097, -3.735, -2.081], [3.987, -4.532, -1.086], [4.563, -3.204, -2.047], [4.465, -3.018, -0.301], [2.079, -0.260, -1.249], [2.893, 1.065, -0.426], [1.175, 0.991, -0.442], [4.019, -0.737, 1.941], [3.501, -2.133, 1.153], [3.699, -1.216, -1.778], [5.102, -0.352, -1.947], [6.109, 0.670, -0.322], [5.491, 0.736, 1.177], [6.183, -1.501, 1.347], [6.424, -1.924, -0.232], [3.026, -3.897, 9.128], [2.546, -4.773, 8.005], [3.529, -5.814, 7.518], [3.117, -5.996, 6.149], [2.555, -4.842, 5.744], [2.284, -4.580, 4.612], [2.344, -4.015, 6.787], [4.003, -3.472, 8.892], [2.338, -3.071, 9.292], [3.104, -4.469, 10.051], [1.590, -5.233, 8.262], [3.480, -6.755, 8.059], [4.556, -5.444, 7.518], [-7.255, -5.501, -1.463], [-6.828, -4.366, -0.569], [-7.077, -4.571, 0.908], [-7.205, -3.220, 1.380], [-7.671, -2.475, 0.342], [-8.062, -1.360, 0.439], [-7.613, -3.182, -0.810], [-8.284, -5.794, -1.253], [-7.204, -5.204, -2.509], [-6.606, -6.364, -1.314], [-5.780, -4.109, -0.754], [-6.266, -5.079, 1.423], [-8.016, -5.093, 1.101], [-2.226, -0.612, -7.098], [-1.940, -1.913, -6.395], [-3.048, -2.939, -6.447], [-2.813, -3.695, -5.241], [-2.215, -2.871, -4.368], [-2.060, -3.121, -3.205], [-1.824, -1.732, -4.958], [-3.186, -0.204, -6.786], [-1.468, 0.129, -6.866], [-2.245, -0.761, -8.176], [-0.997, -2.342, -6.741], [-3.008, -3.588, -7.317], [-4.036, -2.483, -6.374], [-3.445, -5.041, 10.262], [-2.193, -4.388, 9.738], [-0.902, -5.114, 10.044], [0.052, -4.039, 10.040], [-0.614, -2.906, 10.397], [-0.086, -1.882, 10.670], [-1.949, -3.124, 10.385], [-3.345, -5.278, 11.322], [-4.299, -4.374, 10.154], [-3.649, -5.961, 9.714], [-2.283, -4.195, 8.665], [-0.638, -5.866, 9.303], [-0.908, -5.566, 11.038], [0.184, 5.347, -9.856], [-0.080, 4.249, -8.862], [0.390, 2.873, -9.272], [-0.516, 2.021, -8.549], [-1.671, 2.712, -8.377], [-2.693, 2.245, -7.992], [-1.496, 4.011, -8.708], [-0.170, 5.070, -10.850], [-0.343, 6.255, -9.567], [1.250, 5.567, -9.913], [0.314, 4.516, -7.878], [1.419, 2.658, -8.995], [0.252, 2.692, -10.340], [4.715, 4.216, -0.071], [4.708, 5.721, -0.047], [4.152, 6.349, 1.212], [3.667, 7.607, 0.727], [3.335, 7.442, -0.579], [2.726, 8.221, -1.229], [3.801, 6.247, -1.032], [3.731, 3.827, 0.191], [4.954, 3.845, -1.068], [5.446, 3.819, 0.633], [5.703, 6.116, -0.269], [4.893, 6.500, 1.993], [3.306, 5.786, 1.614], [-5.137, 8.467, -10.603], [-4.262, 7.350, -11.111], [-2.783, 7.655, -11.162], [-2.330, 6.780, -12.206], [-3.381, 6.587, -13.050], [-3.301, 6.074, -14.114], [-4.522, 7.066, -12.498], [-4.924, 9.398, -11.130], [-6.188, 8.231, -10.762], [-4.972, 8.620, -9.536], [-4.448, 6.432, -10.546], [-2.269, 7.439, -10.229], [-2.579, 8.685, -11.463]], "lowdin_charge": [-0.096, -0.288, -0.236, -0.174, -0.185, -0.313, -0.316, -0.089, -0.068, -0.363, 0.877, -0.698, 1.223, -0.248, -0.480, -0.033, 0.142, -0.575, -0.006, 0.803, -0.235, -0.088, 1.081, -0.254, -0.402, -0.168, -0.314, -0.060, -0.055, -0.598, 0.066, 0.087, 0.048, 0.070, 0.074, 0.072, 0.103, 0.065, 0.107, 0.070, 0.110, 0.106, 0.062, 0.089, 0.135, 0.099, 0.083, -0.036, 0.076, 0.097, 0.049, 0.080, 0.086, 0.070, 0.001, 0.065, -0.008, 0.021, -0.041, 0.057, 0.039, 0.057, 0.022, 0.036, 0.079, 0.080, 0.082, 0.010, 0.056, 0.086, -0.001, 0.102, 0.070, 0.033, 0.101, 0.083, 0.071, 0.081, 0.089, -0.014, -0.317, -0.075, 0.075, -0.563, 0.138, 0.088, 0.093, 0.080, 0.100, 0.140, 0.142, 0.140, -0.018, -0.332, -0.092, 0.047, -0.572, 0.167, 0.086, 0.092, 0.090, 0.092, 0.155, 0.137, 0.141, -0.023, -0.304, -0.073, 0.078, -0.573, 0.112, 0.085, 0.093, 0.077, 0.102, 0.161, 0.142, 0.142, -0.018, -0.326, -0.090, 0.027, -0.557, 0.178, 0.093, 0.092, 0.091, 0.092, 0.158, 0.133, 0.142, -0.013, -0.322, -0.083, 0.048, -0.561, 0.160, 0.088, 0.093, 0.076, 0.096, 0.159, 0.139, 0.142, -0.024, -0.325, -0.091, 0.068, -0.559, 0.178, 0.081, 0.068, 0.089, 0.089, 0.161, 0.142, 0.126, -0.020, -0.329, -0.098, 0.049, -0.562, 0.174, 0.087, 0.091, 0.090, 0.091, 0.160, 0.122, 0.141], "gap_ev": 8.38, "charge": 1, "lumo_ev": -2.30, "spin_multiplicity": 1}

3.
{"formula": "C2H7N3S", "method": "ωB97M-V/def2-TZVPD", "symbols": ["C", "C", "N", "S", "N", "N", "H", "H", "H", "H", "H", "H", "H"], "positions_angstrom": [[-1.415, -1.245, 0.099], [-0.140, -0.462, -0.051], [0.914, -1.132, 0.163], [2.504, -0.528, 0.035], [-0.321, 0.924, -0.312], [0.459, 1.917, 0.287], [-1.966, -0.957, 1.005], [-1.966, -1.112, -0.812], [-1.188, -2.350, 0.207], [2.346, 0.134, -1.138], [-1.274, 1.233, -0.391], [1.285, 1.964, -0.303], [0.762, 1.614, 1.212]], "nbo_charge": [-0.663, 0.427, -0.650, 0.154, -0.485, -0.630, 0.226, 0.220, 0.247, 0.082, 0.376, 0.349, 0.347], "gap_ev": 9.23, "lumo_ev": 0.92, "spin_multiplicity": 1, "smiles": "C/C(=N/S)NN"}